Below is C8H15BBrIN2O as an isolated structure, with properties calculated with ωB97M-V/def2-TZVPD.

As for the lowest unoccupied orbital energy: -0.0095 Ha. The HOMO energy comes out at -6.6 eV. The calculation puts the frontier orbital gap at 6.30 eV. Its strongest force on any atom is 5.74 eV/Å.

Structure (XYZ):
```
29
C8H15BBrIN2O, DFT ωB97M-V/def2-TZVPD
C 2.720 -0.517 0.959
C 2.597 -0.473 -0.646
B 1.063 -0.207 -1.176
O 0.612 -0.957 -2.311
N 0.276 0.839 -0.441
C 0.797 2.103 0.117
C -0.421 2.846 0.733
N -1.581 1.981 0.511
C -1.141 0.810 -0.184
C -2.283 -0.237 -0.559
C -1.925 -1.769 -0.269
C -1.669 -2.136 1.275
Br -2.518 -0.915 2.587
H 1.925 -1.223 1.377
H 2.592 0.502 1.467
H 3.795 -0.856 1.217
H 3.221 0.418 -1.006
H 3.053 -1.414 -1.101
H -0.142 -0.525 -2.769
H 1.907 2.444 0.045
H -0.390 3.871 1.240
H -2.554 2.184 0.776
H -2.543 -0.141 -1.684
H -3.241 0.109 -0.014
H -1.035 -2.174 -0.864
H -2.843 -2.388 -0.604
H -0.546 -2.298 1.480
H -2.148 -3.175 1.444
I 2.420 3.297 -1.599
```

Below is a 2-piece molecular cluster, C8H15BFO overall, with properties calculated with ωB97M-V/def2-TZVPD.

As for the lowest unoccupied orbital energy: 0.1138 Ha. The HOMO energy comes out at -4.5 eV. The calculation puts the frontier orbital gap at 7.58 eV. Its strongest force on any atom is 0.63 eV/Å. Its charge is -1.

Structure (XYZ):
```
26
C8H15BFO, DFT ωB97M-V/def2-TZVPD
C -2.343 -0.485 -3.251
C -1.952 -0.161 -2.157
C -1.489 0.227 -0.847
B -0.426 -0.888 -0.183
C -0.804 -1.272 1.349
C -1.420 -0.495 2.253
C 1.150 -0.400 -0.326
C 1.758 0.271 0.926
C 2.462 -0.713 1.855
F 3.853 -0.495 1.891
H -2.938 -0.644 -4.118
H -1.050 1.220 -0.934
H -2.384 0.311 -0.223
H -0.542 -1.918 -0.847
H -0.501 -2.258 1.715
H -1.752 0.494 1.949
H -1.613 -0.808 3.274
H 1.783 -1.262 -0.558
H 1.291 0.297 -1.157
H 1.009 0.786 1.526
H 2.527 0.987 0.621
H 2.096 -0.642 2.880
H 2.287 -1.738 1.528
O -0.577 2.894 -2.322
H -0.515 3.722 -1.834
H 0.088 2.969 -3.013
```

Which total energy belongs to each record? In order, -92384.632, -13978.900 eV.